Here is a structure of composition C3H11NO in a non-equilibrium geometry from the OMol25 dataset. Energies are from the ωB97M-V functional and the def2-TZVPD basis.

CARTESIAN COORDINATES (ANGSTROEM)
C (0.2768, 2.0724, -1.0939)
N (-1.0485, 1.6262, -0.5691)
H (0.2969, 3.1637, -1.2169)
H (1.0338, 1.7627, -0.3914)
H (0.4403, 1.5578, -2.0546)
H (-1.8277, 1.7731, -1.1933)
H (-1.2920, 2.0004, 0.3783)
H (-0.9054, 0.3554, -0.4123)
C (0.0887, -1.1038, 0.8903)
O (-0.6248, -0.7707, -0.2917)
C (0.7124, -2.4936, 0.8062)
H (-0.6079, -1.0642, 1.7282)
H (0.8775, -0.3830, 1.0926)
H (1.2178, -2.7249, 1.7425)
H (1.4220, -2.5265, -0.0282)
H (-0.0600, -3.2450, 0.6132)

Forces on atoms 1 to 3 (eV/Å):
C -1.1 0.3 -0.3
N 0.0 1.4 1.0
H 0.2 -0.3 -0.1

Summary:
HOMO-LUMO gap: 9.02 eV
Total charge: 0



Here is the ion C4H8NO2 with charge +1 in a non-equilibrium geometry from the OMol25 dataset. Energies are from the ωB97M-V functional and the def2-TZVPD basis.

CARTESIAN COORDINATES (ANGSTROEM)
N (0.4448, -0.1227, -2.0628)
C (0.0168, 0.0322, -0.8545)
C (-1.4641, 0.1835, -0.3255)
O (-1.3943, 0.5510, 0.9837)
C (-0.2845, 0.1176, 1.7025)
C (0.7207, 0.1158, 0.4668)
O (1.6674, -0.9458, 0.4178)
H (-0.1731, 0.0442, -2.8821)
H (1.3752, -0.4661, -2.4089)
H (-1.9148, 0.9707, -0.9702)
H (-1.9755, -0.7786, -0.3104)
H (-0.4478, -0.9714, 2.1522)
H (-0.0763, 0.9165, 2.5008)
H (1.2475, 1.2130, 0.3846)
H (2.2582, -0.8601, 1.2060)

Forces on atoms 1 to 3 (eV/Å):
N 0.1 -0.2 -0.9
C -2.2 -0.1 2.0
C 0.9 0.4 -2.1

Summary:
HOMO-LUMO gap: 9.52 eV
Total charge: +1



Q: Among the records above, which one has the lowest total charge?
A: C3H11NO



Q: What is the HOMO-LUMO gap in the second record?
A: 9.52 eV



Q: Which of these has the highest HOMO-LUMO gap?
A: C4H8NO2



Q: Among the records above, which one has the lowest total charge?
A: C3H11NO